1.
{"formula": "C2H9OS", "method": "wB97M-V/def2-TZVPD", "total_charge": 1, "fmax_ev_per_a": 2.10, "de_lowest_kj_mol": 31.9, "e_tot_ev": -15095.18600, "orbital_gap_ev": 12.6688, "species": ["O", "H", "H", "H", "C", "S", "C", "H", "H", "H", "H", "H", "H"], "positions_angstrom": [[-0.68091, 0.71644, 2.61307], [-0.32346, 1.26047, 3.32868], [-1.59395, 0.51481, 2.84483], [0.04181, 0.20231, 1.01771], [1.45526, -0.94403, -0.60707], [0.37643, 0.46214, -0.28547], [-0.91064, 0.37147, -1.57212], [0.87703, -1.83140, -0.80818], [2.01518, -0.69490, -1.48524], [2.13097, -1.03089, 0.22668], [-1.55833, -0.46955, -1.34805], [-0.33217, 0.15565, -2.45765], [-1.49722, 1.28748, -1.46718]]}

2.
{"formula": "C5H8O2", "method": "wB97M-V/def2-TZVPD", "fmax_ev_per_a": 1.37, "de_lowest_kj_mol": 183.0, "e_tot_ev": -9407.93600, "orbital_gap_ev": 10.6524, "smiles": "O=CCC1(O)CC1", "species": ["O", "C", "C", "C", "O", "C", "C", "H", "H", "H", "H", "H", "H", "H", "H"], "positions_angstrom": [[0.07028, -1.75595, -1.54009], [-0.66462, -1.75535, -0.58674], [-1.13707, -0.50344, 0.12649], [-0.11838, 0.58115, -0.06708], [-0.24851, 1.32987, -1.24589], [0.55727, 1.37526, 0.99106], [1.27934, 0.20774, 0.27773], [-1.00725, -2.70708, -0.13453], [-1.26889, -0.72902, 1.18940], [-2.10013, -0.20410, -0.29710], [0.30403, 0.95429, -1.93955], [0.22881, 1.16048, 2.00897], [0.69503, 2.43843, 0.80362], [1.93515, 0.21556, -0.55850], [1.47495, -0.60784, 0.97220]]}

3.
{"formula": "C16H9N3O8STe4Zn", "method": "wB97M-V/def2-TZVPD", "total_charge": -2, "fmax_ev_per_a": 0.80, "de_lowest_kj_mol": 26.5, "e_tot_ev": -126007.88631, "orbital_gap_ev": 5.0736, "species": ["Zn", "Te", "Te", "Te", "Te", "C", "C", "O", "S", "C", "C", "C", "C", "C", "C", "C", "C", "H", "H", "H", "H", "H", "H", "H", "O", "N", "O", "C", "C", "C", "C", "O", "C", "C", "N", "O", "O", "N", "O", "O", "H", "H"], "positions_angstrom": [[-0.00247, 0.11802, 0.40640], [-0.49795, 0.39774, 3.02128], [-1.68898, -2.05091, 3.13752], [-0.44212, -3.45449, 1.15006], [-1.27831, -2.15769, -1.00429], [-7.83274, 4.97431, -4.12667], [-6.47988, 5.63390, -4.07311], [-5.72283, 5.66746, -4.99422], [-6.05717, 6.36778, -2.43619], [-4.75579, 5.22967, -1.98484], [-5.00706, 4.28855, -0.98783], [-4.02441, 3.38228, -0.62369], [-2.77232, 3.38182, -1.25524], [-2.53715, 4.34119, -2.24967], [-3.51152, 5.26026, -2.60818], [-1.78131, 2.42147, -0.88234], [-0.97119, 1.56381, -0.57500], [-8.07444, 4.66749, -5.14318], [-8.59002, 5.65278, -3.73031], [-7.80612, 4.10201, -3.46890], [-5.97553, 4.27351, -0.50304], [-4.20927, 2.65110, 0.15287], [-1.57037, 4.35651, -2.73664], [-3.31836, 5.99359, -3.38001], [5.87879, -4.69927, -1.56310], [5.89927, -3.52592, -1.90484], [6.80576, -3.05207, -2.58059], [4.87158, -2.64181, -1.38888], [4.91692, -1.31921, -1.71973], [3.93698, -0.47800, -1.21959], [2.84274, -0.92397, -0.40420], [1.84923, -0.18035, -0.19363], [2.94271, -2.32245, 0.03108], [3.89016, -3.14680, -0.51848], [2.19126, -2.88440, 1.07869], [1.80771, -4.17040, 0.96599], [1.12603, -2.21108, 1.60887], [4.03415, 0.92170, -1.63762], [3.43670, 1.77232, -1.01551], [4.74110, 1.18098, -2.61218], [5.68833, -0.92907, -2.36090], [3.89202, -4.18923, -0.24151]]}

4.
{"formula": "C4H22N3O5", "method": "wB97M-V/def2-TZVPD", "total_charge": 1, "fmax_ev_per_a": 5.68, "de_lowest_kj_mol": 375.8, "e_tot_ev": -19203.91832, "orbital_gap_ev": 9.8187, "species": ["C", "C", "C", "N", "C", "N", "N", "H", "H", "H", "H", "H", "H", "H", "H", "H", "H", "H", "H", "H", "H", "O", "H", "H", "O", "H", "H", "O", "H", "H", "O", "H", "H", "O"], "positions_angstrom": [[1.53573, -0.20898, -1.32518], [1.40303, 1.27273, -1.58220], [-0.07536, 1.76309, -1.95756], [-1.32655, 2.63048, 0.68818], [-1.52949, 1.49285, -0.12607], [-1.10078, 1.06106, -1.30765], [1.76450, -0.67262, 0.17584], [2.49294, -0.57181, -1.89820], [0.72282, -0.99564, -1.78334], [2.14807, 1.65237, -2.15352], [1.77882, 1.84899, -0.78342], [-0.31412, 1.71420, -3.09561], [-0.13258, 2.90859, -1.70437], [-2.20845, 3.01491, 0.85680], [-0.63218, 3.41002, 0.40827], [-2.34827, 0.75330, 0.22419], [0.71776, -0.45605, 0.62159], [2.46310, -0.20072, 0.76328], [1.82662, -1.65723, 0.18449], [1.67218, -4.73398, -0.55032], [2.07700, -3.47362, -1.29030], [2.15309, -3.95802, -0.44180], [2.98691, 1.94361, 1.55000], [1.51873, 2.57327, 1.84508], [1.91085, 1.72748, 1.77643], [-1.29819, -1.46917, 0.91298], [-1.21718, -1.74182, -0.61154], [-0.67638, -1.87101, 0.13805], [-0.38128, -0.43946, 4.38280], [-1.81637, -0.58285, 4.51344], [-1.17718, -0.34178, 3.87107], [-2.96739, -0.82976, -1.75850], [-3.36375, -2.34518, -1.41441], [-3.09649, -1.47825, -1.11475]]}

5.
{"formula": "C20H46O3OsP4S", "method": "wB97M-V/def2-TZVPD", "total_charge": 4, "fmax_ev_per_a": 5.03, "e_tot_ev": -78043.55465, "orbital_gap_ev": [5.8262, 5.6343], "spin_multiplicity": 5, "species": ["Os", "P", "P", "P", "H", "C", "C", "H", "C", "C", "C", "C", "C", "C", "C", "C", "C", "H", "H", "H", "H", "H", "H", "H", "H", "H", "H", "H", "H", "H", "H", "H", "H", "H", "H", "H", "H", "H", "H", "H", "H", "H", "H", "H", "H", "H", "C", "C", "C", "C", "C", "C", "S", "H", "H", "H", "H", "H", "H", "C", "O", "P", "O", "C", "O", "C", "H", "H", "H", "H", "H", "H", "H", "H", "H"], "positions_angstrom": [[-0.51141, 0.42757, 0.51153], [-1.90013, 2.27796, 0.43108], [-2.00273, -1.23917, 1.01218], [1.28949, 1.39122, -0.60282], [-0.55808, -3.91593, -1.69491], [0.45922, -3.75413, -2.06265], [1.52816, -3.83231, -1.13183], [1.77824, -4.77513, -0.64503], [-2.83671, 2.31466, -1.12642], [-3.20655, 2.55079, 1.69821], [-1.06491, 3.90356, 0.53272], [-1.26598, -2.89790, 1.09093], [-2.84585, -1.15951, 2.63656], [-3.37379, -1.37369, -0.17811], [2.63013, 0.18579, -0.87328], [2.19224, 2.74139, 0.24698], [0.76058, 2.03351, -2.22902], [0.61305, -4.17325, -3.06203], [2.01903, -2.93668, -0.76531], [-3.57371, 3.12423, -1.07674], [-3.35502, 1.36220, -1.27693], [-2.16455, 2.49536, -1.96926], [-3.55504, 3.59077, 1.62593], [-2.80455, 2.39552, 2.70705], [-4.05916, 1.87800, 1.54689], [-1.82487, 4.68592, 0.65171], [-0.48762, 4.10615, -0.37422], [-0.40433, 3.93033, 1.40704], [-2.02884, -3.62392, 1.39637], [-0.45371, -2.91742, 1.82601], [-0.85632, -3.19062, 0.12043], [-3.50752, -2.02827, 2.73044], [-3.44334, -0.24712, 2.71722], [-2.10583, -1.17763, 3.44448], [-4.00449, -2.23292, 0.08431], [-2.97936, -1.51615, -1.19117], [-3.98725, -0.46549, -0.15256], [3.51564, 0.72493, -1.23410], [2.30767, -0.56140, -1.61689], [2.86047, -0.31829, 0.07609], [2.86307, 3.22024, -0.47958], [2.78757, 2.32177, 1.06891], [1.50590, 3.49008, 0.65523], [1.44055, 1.63693, -2.99284], [0.79641, 3.13120, -2.23757], [-0.25481, 1.70005, -2.47431], [0.85155, -1.63370, -3.87305], [0.17017, -0.86716, -4.84231], [0.49234, -1.00368, -6.19271], [1.47909, -1.90580, -6.59366], [2.19031, -2.63232, -5.63763], [1.91589, -2.45624, -4.28204], [0.27172, -1.61065, -2.20628], [-1.15248, 0.92852, 1.86818], [-0.64183, -0.21721, -4.52560], [-0.03741, -0.40936, -6.94670], [1.71008, -2.05097, -7.66243], [2.96529, -3.34588, -5.95304], [2.45692, -3.01498, -3.52299], [2.53774, -1.42694, 2.83522], [2.14872, -0.09676, 2.40270], [0.62928, 0.48600, 2.53652], [0.03787, -0.31981, 3.84276], [-0.27853, 0.31275, 5.11082], [0.86595, 2.02208, 3.08768], [1.94909, 2.38391, 3.98865], [2.26958, -2.16962, 2.07213], [2.07886, -1.69267, 3.79787], [3.62564, -1.39817, 2.96207], [-0.97493, 1.15448, 4.96874], [-0.76665, -0.45260, 5.72659], [0.63220, 0.65051, 5.63031], [2.60099, 1.53292, 4.23236], [1.50541, 2.78423, 4.90682], [2.53620, 3.16588, 3.49832]]}

6.
{"formula": "C2H8N2O", "method": "wB97M-V/def2-TZVPD", "fmax_ev_per_a": 3.64, "de_lowest_kj_mol": 180.8, "e_tot_ev": -7230.45430, "orbital_gap_ev": 9.9756, "smiles": "[H]/N=C/NC.O", "species": ["H", "N", "C", "N", "C", "H", "H", "H", "H", "H", "O", "H", "H"], "positions_angstrom": [[0.39524, -1.10956, 2.36425], [0.67311, -0.57003, 1.57119], [-0.19232, 0.17044, 0.98577], [-0.08948, 0.59246, -0.28928], [-1.31990, 1.05675, -0.89636], [-1.09659, 0.41188, 1.52741], [0.64983, 0.31142, -0.92019], [-2.32630, 0.74533, -0.61145], [-1.43587, 2.11566, -0.78014], [-1.43523, 1.04559, -2.05427], [2.36426, -1.55120, -0.60488], [1.44198, -1.86460, -0.64713], [2.37129, -1.35415, 0.35508]]}